Entry 1:
Entry from the OMol25 dataset: a 7-piece molecular cluster, C19H23Cl8N3 overall (ωB97M-V with the def2-TZVPD basis set).

Values from the calculation:
LUMO level, eV: 0.36
SMILES: c1ccncc1.c1ccncc1.c1ccncc1.ClCCl.ClCCl.ClCCl.ClCCl
Largest force on an atom, eV/A: 0.85
Charge: 0
Frontier orbital gap, eV: 10.04
Relative energy (zero: lowest compared OMol25 entry of this formula, charge and spin), kcal/mol: 0.0

Structure (XYZ):
```
53
Properties=species:S:1:pos:R:3:forces:R:3:mulliken_charge:R:1
C -6.76148 2.76249 -0.96657 0.466 0.082 -0.059 -0.202
C -5.38572 2.69134 -0.77231 -0.387 0.012 0.025 -0.692
C -4.89460 1.67467 0.02905 0.587 0.197 -0.585 0.241
N -5.64885 0.75692 0.60384 0.016 -0.513 0.133 -0.360
C -6.95391 0.81748 0.38907 -0.627 0.092 0.283 -0.244
C -7.56795 1.80787 -0.36741 0.167 0.217 -0.212 -0.408
H -7.16203 3.54420 -1.60004 -0.165 -0.038 0.084 0.369
H -4.71009 3.39891 -1.23196 0.000 0.013 -0.004 0.380
H -3.82270 1.54816 0.13353 -0.022 0.184 0.222 0.217
H -7.55189 0.05226 0.87504 0.012 0.006 -0.067 0.354
H -8.63811 1.85604 -0.51144 -0.035 -0.227 0.108 0.365
C 5.22487 -0.34508 0.00319 0.249 0.000 -0.093 -0.104
C 4.38130 0.72567 -0.21875 0.190 0.271 -0.155 -0.968
C 3.47600 1.05527 0.76200 -0.551 -0.044 0.456 0.094
N 3.29989 0.34178 1.88072 0.195 0.111 0.017 -0.242
C 4.10465 -0.70513 2.07603 -0.311 0.415 -0.085 -0.378
C 5.09238 -1.06896 1.17142 0.042 -0.280 0.201 -0.520
H 5.99814 -0.58324 -0.71442 -0.102 -0.140 -0.050 0.345
H 4.44501 1.31989 -1.11964 0.042 -0.002 -0.007 0.431
H 2.84956 1.93848 0.68902 -0.016 -0.042 -0.244 0.387
H 3.93066 -1.22659 3.00917 0.187 -0.222 -0.082 0.570
H 5.74194 -1.91062 1.37458 -0.027 0.013 0.049 0.380
C 1.06304 -1.28643 -3.56403 0.226 0.065 -0.046 -0.316
C 1.32609 -1.75525 -2.28636 0.006 -0.001 0.003 0.166
C 2.64247 -1.78680 -1.84464 0.045 -0.605 -0.259 -0.445
N 3.68168 -1.46029 -2.61265 -0.031 0.300 0.192 -0.385
C 3.41351 -0.96382 -3.81517 -0.025 -0.121 -0.329 -0.358
C 2.13259 -0.84402 -4.33454 -0.322 0.042 0.201 -0.373
H 0.05547 -1.29371 -3.96009 -0.018 0.109 0.045 0.396
H 0.53164 -2.13491 -1.65835 0.002 0.053 0.047 0.143
H 2.87984 -2.21548 -0.87617 0.001 0.201 0.081 0.474
H 4.26392 -0.70134 -4.43673 0.042 0.074 0.109 0.344
H 1.96540 -0.41012 -5.31088 0.092 -0.112 -0.067 0.383
Cl -2.26534 -2.61316 -1.62948 0.100 0.017 0.037 -0.171
C -3.63061 -1.86492 -0.79221 -0.352 -0.004 0.020 -0.011
Cl -5.15676 -2.68103 -1.18232 0.063 0.067 -0.003 -0.177
H -3.48615 -1.93275 0.27747 0.108 -0.052 -0.004 0.223
H -3.70759 -0.83050 -1.10154 0.002 -0.004 -0.036 0.122
Cl 0.79038 -2.26871 1.22202 -0.163 -0.091 -0.154 -0.009
C 1.02823 -3.35891 2.58568 0.254 0.315 0.312 -0.486
Cl 2.68805 -3.96830 2.61809 -0.029 -0.273 -0.008 -0.155
H 0.89667 -2.78015 3.49230 -0.126 -0.026 0.000 0.280
H 0.32221 -4.17744 2.53530 0.072 -0.077 -0.132 0.355
Cl 1.55765 3.90692 4.91181 -0.029 -0.011 -0.060 -0.184
C 2.17362 3.13089 3.44239 0.084 0.113 0.082 0.236
Cl 2.98695 4.28686 2.37113 -0.036 0.000 0.039 -0.166
H 2.89341 2.37973 3.73715 -0.017 -0.076 -0.085 0.189
H 1.33994 2.70420 2.89947 -0.022 -0.019 0.011 -0.094
Cl -1.83866 0.25520 1.30237 -0.014 -0.225 0.131 -0.147
C -0.26102 0.79168 0.75780 0.582 0.284 -0.259 0.212
Cl -0.27802 2.53778 0.40959 0.104 -0.047 0.050 -0.195
H 0.50259 0.59470 1.50466 -0.187 0.067 0.203 0.143
H 0.04171 0.28824 -0.15619 -0.320 -0.068 -0.053 -0.012
```
Forces are in eV/Å.


Entry 2:
Entry from the OMol25 dataset: one molecule with the formula C19H23ClN4OS at a distorted geometry (ωB97M-V with the def2-TZVPD basis set).

Values from the calculation:
LUMO level, eV: 0.29
SMILES: CCN(CC)CCNC(=O)c1cc2c(-c3ccc(Cl)cc3)nn(C)c2s1
Largest force on an atom, eV/A: 1.02
Charge: 0
Frontier orbital gap, eV: 8.45
Relative energy (zero: lowest compared OMol25 entry of this formula, charge and spin), kcal/mol: 9.0

Structure (XYZ):
```
49
Properties=species:S:1:pos:R:3:forces:R:3:mulliken_charge:R:1
C 2.30253 -0.92090 -1.86751 -0.180 -0.274 0.058 -1.224
C 1.49173 -2.10009 -2.40228 0.228 0.234 0.137 -0.508
N 1.08438 -1.86487 -3.77632 -0.163 -0.029 0.020 0.368
C 1.98784 -2.39647 -4.77264 0.009 -0.234 -0.123 -0.765
C 1.91789 -3.91448 -4.98940 0.013 0.342 0.113 -1.050
C -0.32021 -2.02450 -4.06765 -0.086 0.430 0.137 -0.756
C -1.12970 -0.77076 -3.69603 -0.014 -0.207 -0.457 -1.073
N -1.30569 -0.62328 -2.27449 -0.055 -0.308 0.057 -0.051
C -0.90013 0.47219 -1.59312 -0.094 0.130 -0.080 0.242
O -0.46929 1.47689 -2.12972 0.071 0.109 -0.024 -0.674
C -1.01907 0.38306 -0.12831 0.042 0.051 0.619 0.552
C -0.78038 1.41021 0.73387 -0.059 -0.196 -0.481 -1.194
C -0.94371 1.03551 2.08849 -0.264 -0.918 0.363 1.044
C -0.90474 1.47556 3.44106 -0.208 -0.865 -0.279 0.172
C -0.58880 2.78427 3.98108 0.103 0.484 0.342 0.684
C -0.78427 3.03406 5.34088 0.034 0.001 -0.212 -0.443
C -0.49418 4.26971 5.88062 0.047 0.109 -0.015 -0.748
C -0.00209 5.27289 5.05832 -0.037 -0.210 -0.139 0.426
Cl 0.36001 6.82509 5.72780 0.044 0.184 0.079 -0.219
C 0.20391 5.04497 3.70704 0.015 0.152 0.126 -0.831
C -0.08863 3.80464 3.17376 -0.116 -0.250 0.173 -0.380
N -1.22442 0.46383 4.24224 0.154 0.568 0.573 -0.799
N -1.46918 -0.61629 3.49247 0.075 0.251 -0.570 0.641
C -1.83437 -1.86851 4.08495 -0.091 -0.343 0.125 -0.921
C -1.31251 -0.31406 2.19438 0.144 0.513 -0.163 -0.293
S -1.45396 -1.12424 0.68953 0.093 0.243 0.058 -0.401
H 3.22619 -0.80825 -2.42877 0.134 0.038 -0.055 0.343
H 1.73316 -0.00135 -1.96446 -0.040 0.116 -0.009 0.199
H 2.54903 -1.07698 -0.81960 0.112 0.020 0.147 0.380
H 0.60555 -2.23475 -1.77772 0.073 -0.074 -0.048 0.306
H 2.09073 -3.01810 -2.31599 -0.098 -0.030 0.009 0.429
H 3.00130 -2.12209 -4.47189 0.020 0.054 -0.097 0.281
H 1.77559 -1.88996 -5.71922 0.130 0.008 0.013 0.465
H 0.93240 -4.20998 -5.34209 -0.090 -0.073 -0.051 0.281
H 2.65367 -4.21450 -5.73078 0.064 -0.103 -0.092 0.410
H 2.12601 -4.44845 -4.06490 0.020 -0.103 0.067 0.280
H -0.76562 -2.89887 -3.56080 0.003 -0.043 -0.117 0.308
H -0.43230 -2.16962 -5.14381 -0.054 -0.065 0.008 0.541
H -2.11130 -0.82255 -4.18231 0.061 0.060 -0.004 0.386
H -0.60381 0.12262 -4.03797 -0.104 -0.129 -0.055 0.404
H -1.67500 -1.41491 -1.77006 -0.003 0.129 -0.041 0.229
H -0.50793 2.38289 0.36864 0.058 0.142 -0.150 0.481
H -1.16728 2.23935 5.96078 -0.042 -0.039 0.096 0.436
H -0.64745 4.46093 6.93124 -0.006 0.039 0.083 0.407
H 0.59128 5.83256 3.07977 0.033 0.080 -0.026 0.424
H 0.08315 3.62812 2.12464 0.027 -0.004 -0.124 0.262
H -2.81096 -2.19233 3.71944 0.014 0.012 0.046 0.300
H -1.87486 -1.72329 5.16190 -0.002 -0.021 -0.080 0.350
H -1.09450 -2.63492 3.84494 -0.015 0.020 0.043 0.300
```
Forces are in eV/Å.


Entry 3:
Entry from the OMol25 dataset: C19H23F4N2Ti as an isolated structure at a distorted geometry (ωB97M-V with the def2-TZVPD basis set).

Values from the calculation:
LUMO level (alpha / beta), eV: -3.19 / -3.14
Largest force on an atom, eV/A: 2.27
Charge: +1
Frontier orbital gap (alpha / beta), eV: 7.39 / 7.31
Relative energy (zero: lowest compared OMol25 entry of this formula, charge and spin), kcal/mol: 10.0

Structure (XYZ):
```
49
Properties=species:S:1:pos:R:3:forces:R:3:mulliken_charge:R:1
Ti -0.15610 0.14803 0.37664 1.432 0.542 1.678 -0.502
C 0.43039 1.08577 3.86602 -0.044 -0.018 -0.025 -1.597
C 0.80393 1.08002 2.41274 0.425 0.192 0.227 0.962
C 1.57169 0.02669 1.88461 -0.190 -0.053 -0.215 -0.700
C 2.15219 0.14483 0.56539 -0.040 -0.025 0.282 -0.723
C 1.85377 1.24311 -0.21789 0.565 0.357 0.173 -0.242
C 0.91080 2.18716 0.21281 -0.258 -0.410 0.158 -0.800
C 0.40080 2.10659 1.55999 0.066 -0.132 -0.209 -0.390
H 1.28522 1.44436 4.44231 -0.008 -0.002 0.002 0.370
H 0.18956 0.08553 4.22602 0.008 0.000 -0.006 0.403
H -0.40889 1.74989 4.06764 0.008 -0.006 -0.011 0.395
H 1.84424 -0.79986 2.52356 0.045 -0.051 -0.010 0.535
H 2.85260 -0.59736 0.21304 -0.048 -0.091 -0.003 0.493
H 2.30093 1.33951 -1.19626 -0.046 -0.020 -0.060 0.411
H 0.67402 3.03576 -0.41020 -0.110 -0.005 -0.037 0.608
H -0.20831 2.90564 1.95740 -0.089 0.035 -0.068 0.570
C -4.34426 -1.01803 -0.42321 -0.018 -0.023 -0.047 -1.488
C -2.82434 -1.02404 -0.34927 -0.182 0.277 -0.006 -0.536
N -2.20439 0.30369 -0.01820 -1.269 0.165 -0.103 0.281
C -2.79600 0.87622 1.22151 0.038 -0.155 -0.202 -0.622
C -2.43162 -0.03582 2.39351 0.000 -0.001 -0.165 -0.949
C -2.20055 1.22222 -1.19413 0.117 -0.294 -0.035 -0.669
C -1.14830 0.70948 -2.22870 -0.118 -0.425 0.214 -1.046
N -0.24063 -0.17108 -1.48898 -0.120 -0.379 -1.388 0.996
C 0.21999 -1.38334 -1.97751 -0.425 0.510 0.109 -0.309
C 0.45614 -2.38465 -1.03864 -0.031 0.055 -0.001 0.968
F 0.10892 -2.06222 0.26871 0.192 -0.038 -0.195 -0.196
C 0.94288 -3.62860 -1.34591 -0.040 -0.142 0.193 -0.059
F 1.14254 -4.51303 -0.36593 -0.005 0.029 -0.069 -0.293
C 1.18949 -3.95430 -2.66395 0.049 -0.083 -0.088 -0.539
C 0.92479 -2.99604 -3.62325 -0.013 -0.014 -0.145 0.216
F 1.14266 -3.27017 -4.90838 0.014 -0.005 0.073 -0.287
C 0.44808 -1.73576 -3.29957 0.171 0.063 -0.262 -0.005
F 0.25705 -0.82936 -4.27044 0.006 -0.061 0.046 -0.325
H -4.67284 -1.98725 -0.79902 -0.015 0.026 0.009 0.450
H -4.81504 -0.87014 0.54876 0.024 -0.014 -0.014 0.344
H -4.72380 -0.25790 -1.10803 0.022 -0.020 0.015 0.277
H -2.49907 -1.74440 0.40051 0.052 -0.041 0.022 0.410
H -2.40959 -1.34634 -1.30015 0.060 0.022 -0.035 0.320
H -2.36854 1.86551 1.36501 0.050 0.061 -0.038 0.493
H -3.87489 1.00504 1.12696 -0.037 -0.018 0.030 0.572
H -1.42415 -0.48170 2.26720 -0.130 0.102 0.151 0.177
H -2.42747 0.50900 3.33327 -0.026 0.004 0.032 0.377
H -3.11486 -0.87826 2.48856 -0.018 -0.002 -0.001 0.354
H -3.18996 1.28956 -1.64795 -0.043 0.034 -0.004 0.402
H -1.93841 2.21485 -0.82979 0.014 0.029 0.038 0.506
H -1.63847 0.18905 -3.05252 -0.037 -0.041 0.025 0.457
H -0.62200 1.56179 -2.66035 0.007 0.047 -0.035 0.408
H 1.57283 -4.92673 -2.93804 -0.007 0.019 0.000 0.522
```
Forces are in eV/Å.


Entry 4:
Entry from the OMol25 dataset: C19H23F6O2Os as an isolated structure at a distorted geometry (ωB97M-V with the def2-TZVPD basis set).

Values from the calculation:
LUMO level (alpha / beta), eV: 2.57 / 2.43
Spin multiplicity: 5
⟨S²⟩: 6.02
Largest force on an atom, eV/A: 4.00
Charge: -1
Frontier orbital gap (alpha / beta), eV: 3.69 / 6.44

Structure (XYZ):
```
51
Properties=species:S:1:pos:R:3:forces:R:3:mulliken_charge:R:1
Os -1.02290 0.28323 -0.00078 3.417 2.037 -0.379 1.791
C -2.16732 2.04231 -0.47113 -1.017 1.187 -1.057 -0.572
C -0.94506 2.38315 -1.12611 -0.325 -0.170 -0.654 -0.456
C -0.67460 1.40720 -2.11234 -0.468 0.720 -1.034 -0.727
H -0.34208 3.25430 -0.92735 0.012 -0.367 0.139 0.860
C -1.74777 0.46324 -2.11936 -0.100 0.471 -0.521 -0.488
C -2.69405 0.87330 -1.13236 -1.300 1.526 -1.357 -0.743
H -3.67406 0.43704 -0.99265 0.153 0.037 0.123 0.664
H -2.65652 2.62714 0.30219 0.063 -0.085 -0.214 0.509
H 0.21446 1.37058 -2.73097 -0.123 -0.141 0.277 0.417
H -1.86434 -0.38209 -2.79324 0.150 0.181 0.338 0.427
C -1.33323 0.31581 2.15086 -0.145 0.277 0.341 -0.358
C -2.54761 0.06560 1.46462 -2.139 -1.227 1.944 -1.189
C -2.40058 -1.15983 0.73353 -1.193 -0.763 0.858 -0.534
H -3.43524 0.68577 1.52333 0.162 -0.131 -0.113 0.562
C -1.11829 -1.68349 1.03721 0.596 -1.289 1.538 -0.142
C -0.44004 -0.75288 1.87000 0.021 -1.844 1.047 -0.976
H 0.57602 -0.84996 2.22904 -0.154 0.112 -0.139 0.393
H -1.14443 1.14074 2.82454 0.034 -0.154 -0.242 1.014
H -3.13863 -1.64531 0.10345 0.113 0.101 0.193 0.489
H -0.72635 -2.63496 0.68929 0.001 0.468 -0.104 0.513
O 0.20487 -1.04713 -1.05025 1.559 -0.656 -0.789 -0.513
C 0.57998 -3.51973 -1.61869 0.335 -0.484 0.114 0.780
C 1.73861 -2.62107 -1.74617 0.525 0.411 -0.037 -0.988
C -0.48406 -3.52222 -2.61974 -0.726 -0.011 -0.406 -1.184
C 0.64908 -4.63038 -0.65146 -0.216 -0.303 0.393 -1.426
C 1.53030 -1.42145 -0.80546 -1.028 0.498 -0.273 -0.411
H 1.81294 -2.24655 -2.77844 0.055 -0.004 0.194 0.375
H 2.66897 -3.14086 -1.49310 0.175 -0.071 -0.079 0.337
H 1.67744 -1.73820 0.25185 0.149 0.082 -0.222 0.117
H 2.20796 -0.57945 -1.03281 0.197 -0.299 0.243 0.221
H -0.20026 -4.11295 -3.51162 -0.080 0.041 -0.036 0.335
H -0.72731 -2.50385 -2.95370 0.107 -0.235 0.106 0.081
H -1.39493 -3.98886 -2.20952 0.115 0.147 -0.191 0.296
H 1.19002 -5.50376 -1.06260 0.016 0.014 0.085 0.358
H -0.36110 -4.98517 -0.39194 0.244 0.018 0.057 0.347
H 1.16592 -4.33620 0.27421 -0.071 -0.100 -0.155 0.366
C 0.14530 3.51144 1.85467 -0.124 0.295 0.298 -1.674
C 1.27157 2.60618 1.36868 1.027 -1.032 -0.391 0.680
O 0.92100 1.54084 0.63088 0.916 0.320 0.164 -0.998
C 2.28939 3.51811 0.52483 -0.724 -0.530 0.356 0.641
F 2.63124 4.65338 1.20298 0.139 -0.298 -0.549 -0.314
F 3.42130 2.86874 0.18547 -0.476 0.578 0.090 -0.256
F 1.69096 3.92136 -0.63930 0.623 -0.079 0.712 -0.270
C 2.09095 2.08647 2.65195 -0.698 0.205 -0.758 0.507
F 2.56624 3.11295 3.41334 0.088 -0.593 0.032 -0.308
F 1.25265 1.35592 3.45275 0.654 0.454 -0.315 -0.259
F 3.12803 1.28851 2.32322 -0.534 0.434 0.453 -0.256
H -0.13517 4.20706 1.06063 -0.060 -0.039 0.143 0.330
H 0.47831 4.07745 2.72814 -0.209 0.144 -0.096 0.449
H -0.72756 2.90855 2.11944 0.264 0.147 -0.128 0.183
```
Forces are in eV/Å.